Below is a structure of composition C50H52Cl2CoN3OSb2, with properties calculated with the ωB97M-V functional and the def2-TZVPD basis.

The geometry in XYZ format:
```
111
C50H52Cl2CoN3OSb2 | the Open Molecules 2025 dataset | the ωB97M-V functional and the def2-TZVPD basis
Co -1.7997 0.2064 0.6146
C -4.7295 4.4646 -1.8394
C -5.3871 4.8827 -0.5540
C -5.7873 6.2025 -0.3566
C -6.4045 6.6045 0.8169
C -6.6361 5.6875 1.8328
C -6.2300 4.3745 1.6674
C -5.6136 3.9778 0.4857
N -5.1903 2.6169 0.3547
C -3.8934 2.2250 0.4585
N -3.0161 3.1924 0.7575
C -1.6061 3.1225 0.7653
C -0.9386 1.9001 0.7076
C 0.4628 1.9619 0.7356
C 1.1500 3.1611 0.8179
C 0.4431 4.3525 0.8828
C -0.9414 4.3567 0.8593
C -1.7061 5.6525 0.9293
N -3.5301 0.9733 0.2799
C -4.5730 0.0470 -0.0413
C -5.3253 -0.5197 0.9863
C -6.2971 -1.4705 0.7007
C -6.5129 -1.8511 -0.6156
C -5.7583 -1.2844 -1.6339
C -4.7777 -0.3321 -1.3713
C -3.9436 0.2581 -2.4725
H -5.0297 5.1242 -2.6517
H -5.0000 3.4442 -2.1079
H -3.6392 4.5061 -1.7652
H -5.6239 6.9216 -1.1501
H -6.7116 7.6349 0.9363
H -7.1226 5.9936 2.7488
H -6.3824 3.6435 2.4520
H -5.8850 1.8889 0.3098
H -3.4217 4.1030 0.9083
H 1.0508 1.0519 0.6848
H 2.2327 3.1690 0.8198
H 0.9726 5.2952 0.9459
H -1.0213 6.4950 0.9945
H -2.3582 5.6990 1.8078
H -2.3319 5.8063 0.0452
H -5.1249 -0.2134 2.0075
H -6.8769 -1.9099 1.5013
H -7.2658 -2.5911 -0.8510
H -5.9283 -1.5907 -2.6590
H -4.1896 -0.1973 -3.4300
H -2.8781 0.1088 -2.2832
H -4.1010 1.3350 -2.5559
C 2.4060 -2.7931 2.4961
C 3.7360 -2.4317 1.8289
C 3.8489 -0.9991 1.2858
Sb 3.9246 -0.8473 -0.8790
C 5.2018 0.8705 -0.9020
C 5.2872 1.7801 0.1482
C 6.1040 2.9015 0.0540
C 6.8499 3.1235 -1.0933
C 6.7733 2.2245 -2.1489
C 5.9486 1.1131 -2.0552
C 5.4741 -2.3157 -0.9954
C 5.1509 -3.5845 -1.4711
C 6.0947 -4.6048 -1.4707
C 7.3750 -4.3604 -0.9969
C 7.7103 -3.0962 -0.5284
C 6.7645 -2.0806 -0.5258
Sb 0.6190 -3.4998 1.5060
C 0.6092 -2.4782 -0.3961
C 0.1616 -1.1596 -0.4597
C 0.0311 -0.4709 -1.6586
C 0.3295 -1.1249 -2.8464
C 0.7809 -2.4356 -2.8116
C 0.9257 -3.1043 -1.5997
C 1.3560 -5.3403 0.7216
C 2.7072 -5.6618 0.6130
C 3.1030 -6.8657 0.0448
C 2.1528 -7.7624 -0.4227
C 0.8039 -7.4573 -0.3133
C 0.4105 -6.2561 0.2610
H 2.0667 -1.9622 3.1197
H 2.5671 -3.6289 3.1853
H 4.0057 -3.1527 1.0554
H 4.5010 -2.5505 2.6018
H 4.8043 -0.5740 1.5961
H 3.0661 -0.3547 1.6951
H 4.7207 1.6229 1.0593
H 6.1625 3.5972 0.8819
H 7.4912 3.9923 -1.1650
H 7.3558 2.3907 -3.0461
H 5.8999 0.4217 -2.8904
H 4.1518 -3.7859 -1.8463
H 5.8306 -5.5862 -1.8447
H 8.1143 -5.1509 -0.9980
H 8.7111 -2.9022 -0.1639
H 7.0385 -1.0969 -0.1600
H 0.0007 -0.6454 0.4989
H -0.2561 0.5743 -1.6627
H 0.2354 -0.6050 -3.7906
H 1.0334 -2.9428 -3.7342
H 1.2892 -4.1254 -1.5961
H 3.4687 -4.9818 0.9699
H 4.1570 -7.1015 -0.0302
H 2.4627 -8.7003 -0.8648
H 0.0579 -8.1576 -0.6663
H -0.6484 -6.0371 0.3522
O -2.4706 -1.7607 0.4887
H -2.0737 -2.2887 -0.2167
H -3.4285 -1.9055 0.4737
Cl -3.0887 1.8230 3.8976
C -1.4364 1.2164 3.8262
Cl -1.3590 -0.3947 3.0554
H -1.0587 1.1028 4.8348
H -0.8342 1.8867 3.2236
```

The spin multiplicity is 2. The calculation puts the LUMO energy (alpha / beta) at -2.37 / -1.74 eV. Its expectation value of S² is 0.78. The HOMO energy (alpha / beta) is -9.97 / -9.97 eV. Its charge is +1.

=====

Below is a structure of composition C50H53N6O2S3TeZr, with properties calculated with the ωB97M-V functional and the def2-TZVPD basis.

The geometry in XYZ format:
```
116
C50H53N6O2S3TeZr | the Open Molecules 2025 dataset | the ωB97M-V functional and the def2-TZVPD basis
Zr 0.3977 0.4322 0.2335
C 1.5451 0.2117 -3.7964
C 1.0572 -1.1864 -3.5688
C 0.6836 -1.9727 -4.6518
C 0.2146 -3.2626 -4.4771
C 0.1006 -3.7760 -3.1968
C 0.4765 -3.0218 -2.0931
C 0.3772 -3.5992 -0.7122
C 0.9583 -1.7126 -2.2760
N 1.3815 -1.0138 -1.1052
C 2.5421 -1.5409 -0.6279
O 3.3971 -2.1279 -1.2695
C 2.6503 -1.4115 0.8828
C 3.6406 -1.9248 1.7025
C 3.4420 -1.8654 3.0899
C 2.2950 -1.3026 3.6139
C 1.3531 -0.7701 2.7254
N 1.5362 -0.8916 1.4013
C -0.0374 -0.2989 3.0479
O -0.4584 -0.2286 4.1885
N -0.7413 -0.0496 1.9008
C -2.1236 0.1768 2.0880
C -2.9308 -0.8425 2.6118
C -2.3489 -2.1972 2.8596
C -4.2710 -0.5731 2.8547
C -4.8024 0.6800 2.6030
C -4.0111 1.6678 2.0419
C -2.6762 1.4193 1.7587
C -1.8186 2.4608 1.0920
H 1.4988 0.4673 -4.8517
H 0.9173 0.9157 -3.2453
H 2.5737 0.3019 -3.4546
H 0.7951 -1.5752 -5.6502
H -0.0563 -3.8685 -5.3301
H -0.2676 -4.7823 -3.0550
H -0.3019 -4.4470 -0.7118
H 1.3592 -3.9543 -0.3943
H 0.0228 -2.8412 0.0004
H 4.5246 -2.3734 1.2764
H 4.1912 -2.2756 3.7504
H 2.1152 -1.2491 4.6764
H -1.5891 -2.4274 2.1077
H -1.8728 -2.2191 3.8384
H -3.1214 -2.9589 2.8396
H -4.8951 -1.3566 3.2581
H -5.8381 0.8837 2.8237
H -4.4280 2.6403 1.8265
H -2.4526 3.1849 0.5803
H -1.2228 2.9980 1.8387
H -1.1332 1.9795 0.3394
C -4.8977 -0.1021 -1.3592
C -3.9768 -1.0768 -0.6516
S -2.2019 -0.8350 -1.0100
C -2.2210 -1.0587 -2.8263
C -2.1012 0.2258 -3.6511
S -1.5903 1.6937 -2.6841
C -2.9530 2.8572 -3.0730
C -4.3476 2.3635 -2.7225
S -4.4654 1.6486 -1.0343
H -5.9128 -0.2590 -0.9920
H -4.8914 -0.2587 -2.4365
H -4.2196 -2.1039 -0.9342
H -4.0566 -0.9751 0.4295
H -3.1379 -1.5895 -3.0767
H -1.3777 -1.7097 -3.0362
H -3.0427 0.4883 -4.1292
H -1.3531 0.0864 -4.4315
H -2.8887 3.0834 -4.1403
H -2.7058 3.7518 -2.5024
H -4.7040 1.6196 -3.4316
H -5.0320 3.2116 -2.7585
C -1.2116 7.4148 4.2832
C -0.5215 6.1691 3.8314
C -0.1747 5.1681 4.7229
C 0.4724 4.0115 4.3135
C 0.8404 2.9850 5.3362
C 0.7848 3.8481 2.9603
Te 1.7848 2.0337 2.2952
C 0.4697 4.8650 2.0536
C 0.8166 4.7429 0.5991
C -0.1865 6.0013 2.4969
H -1.5837 7.3053 5.2968
H -2.0430 7.6532 3.6235
H -0.5128 8.2495 4.2594
H -0.4064 5.2922 5.7697
H 0.5103 3.2936 6.3233
H 1.9233 2.8599 5.3528
H 0.3861 2.0208 5.1075
H 0.2706 3.9091 0.1485
H 1.8865 4.5635 0.4800
H 0.5598 5.6549 0.0665
H -0.4365 6.7786 1.7898
N 4.9583 4.0286 -4.5497
C 6.0030 3.7885 -5.3997
C 6.5218 4.4890 -6.4794
C 7.5451 3.8845 -7.1786
C 8.0520 2.6289 -6.8155
C 7.5670 1.9403 -5.7290
C 6.5257 2.5259 -5.0051
N 5.8280 2.0635 -3.9352
C 4.8971 2.9569 -3.6906
C 3.8632 2.7288 -2.7186
C 2.5922 3.3103 -2.7672
C 1.6070 2.8564 -1.9119
N 1.7981 1.9043 -0.9864
C 3.0627 1.4453 -0.8599
C 4.0950 1.8014 -1.6919
H 4.3987 4.8647 -4.5134
H 6.1422 5.4589 -6.7639
H 7.9584 4.3790 -8.0440
H 8.8458 2.2010 -7.4096
H 7.9560 0.9770 -5.4440
H 2.3497 4.0631 -3.5001
H 0.6074 3.2720 -1.9870
H 3.2580 0.7702 -0.0309
H 5.0747 1.3642 -1.5913
```

The spin multiplicity is 1. The calculation puts the energy relative to the best compared isomer or geometry (same formula, charge and spin) at 1.697 eV. The calculation puts the LUMO energy at -3.69 eV. The HOMO energy is -9.58 eV. Its charge is +1.

=====

Below is a structure of composition C50H53N6O2S3TeZr, with properties calculated with the ωB97M-V functional and the def2-TZVPD basis.

The geometry in XYZ format:
```
116
C50H53N6O2S3TeZr | the Open Molecules 2025 dataset | the ωB97M-V functional and the def2-TZVPD basis
Zr -1.3952 0.3442 0.1886
C 0.0374 -1.3695 4.0132
C -0.7487 -0.1265 4.3064
C -0.5227 0.5501 5.5036
C -1.2813 1.6502 5.8663
C -2.3086 2.0759 5.0407
C -2.5606 1.4319 3.8360
C -3.7243 1.8573 2.9847
C -1.7471 0.3541 3.4529
N -2.0687 -0.2354 2.1736
C -3.0576 -1.1987 2.2617
O -3.3033 -1.8994 3.2165
C -3.9275 -1.2072 1.0315
C -5.1036 -1.9063 0.8585
C -5.8966 -1.5700 -0.2370
C -5.5196 -0.5418 -1.0936
C -4.3049 0.0735 -0.8675
N -3.5393 -0.2959 0.1486
C -3.7445 1.2550 -1.6134
O -4.3326 1.7407 -2.5527
N -2.5693 1.7084 -1.0474
C -2.1103 2.9526 -1.6043
C -2.7534 4.1397 -1.2347
C -3.9351 4.1307 -0.3101
C -2.3036 5.3366 -1.7833
C -1.2462 5.3637 -2.6800
C -0.6363 4.1780 -3.0584
C -1.0688 2.9623 -2.5382
C -0.5072 1.6725 -3.0532
H 0.5800 -1.6856 4.9028
H 0.7705 -1.2082 3.2253
H -0.6304 -2.1777 3.7147
H 0.2483 0.1841 6.1705
H -1.0932 2.1535 6.8056
H -2.9339 2.9096 5.3356
H -4.1388 2.7997 3.3389
H -4.5219 1.1094 3.0201
H -3.4427 1.9762 1.9383
H -5.3962 -2.6504 1.5854
H -6.8316 -2.0889 -0.4012
H -6.1346 -0.2149 -1.9198
H -3.7539 3.5026 0.5607
H -4.8157 3.7389 -0.8246
H -4.1654 5.1383 0.0325
H -2.7989 6.2591 -1.5053
H -0.9142 6.3051 -3.0982
H 0.1631 4.1835 -3.7896
H 0.3246 1.8353 -3.7382
H -1.2776 1.1033 -3.5713
H -0.1197 1.0232 -2.2582
C 1.7772 3.1875 2.9801
C 0.2720 3.0103 2.9177
S -0.4706 2.7942 1.2722
C 0.2567 4.1584 0.3287
C 1.6323 4.0014 -0.3282
S 2.0311 2.3444 -0.9267
C 3.6734 2.0687 -0.2076
C 3.8937 2.3861 1.2740
S 2.6952 1.7122 2.4619
H 2.0286 3.4009 4.0203
H 2.1068 4.0408 2.3914
H -0.2204 3.8888 3.3387
H -0.0407 2.1506 3.5022
H 0.2713 4.9965 1.0284
H -0.4866 4.3931 -0.4241
H 2.4280 4.3127 0.3434
H 1.6513 4.6796 -1.1815
H 4.4090 2.6264 -0.7896
H 3.8645 1.0120 -0.4077
H 3.9561 3.4605 1.4411
H 4.8702 1.9868 1.5507
C 1.6338 -0.8991 -7.3995
C 0.8688 -1.0598 -6.1153
C 1.5207 -1.2135 -4.9018
C 0.8216 -1.3871 -3.7101
C 1.5938 -1.4993 -2.4304
C -0.5741 -1.4027 -3.7355
Te -1.7395 -1.7147 -1.9878
C -1.2602 -1.2486 -4.9501
C -2.7630 -1.2338 -5.0436
C -0.5206 -1.0780 -6.1144
H 2.6833 -0.6772 -7.2105
H 1.2174 -0.0958 -8.0078
H 1.5875 -1.8143 -7.9927
H 2.6051 -1.2005 -4.8759
H 1.2442 -2.3358 -1.8214
H 1.4657 -0.5878 -1.8384
H 2.6597 -1.6225 -2.6232
H -3.1919 -0.4195 -4.4534
H -3.1977 -2.1609 -4.6673
H -3.0756 -1.1056 -6.0789
H -1.0509 -0.9547 -7.0526
N 2.9918 -5.5157 1.7488
C 4.2067 -6.1325 1.9555
C 4.5550 -7.4500 2.2451
C 5.9008 -7.7098 2.3853
C 6.8707 -6.6989 2.2430
C 6.5188 -5.3999 1.9562
C 5.1585 -5.1145 1.8102
N 4.5328 -3.9175 1.5235
C 3.2582 -4.1957 1.4966
C 2.2296 -3.1943 1.2192
C 0.8653 -3.4811 1.1997
C -0.0309 -2.4761 0.9219
N 0.3404 -1.2138 0.6580
C 1.6507 -0.9434 0.6798
C 2.6163 -1.8849 0.9578
H 2.0908 -5.9574 1.7835
H 3.8141 -8.2305 2.3546
H 6.2232 -8.7175 2.6102
H 7.9142 -6.9567 2.3626
H 7.2586 -4.6192 1.8447
H 0.4798 -4.4713 1.3983
H -1.0895 -2.6953 0.9026
H 1.9127 0.0789 0.4677
H 3.6657 -1.6262 0.9673
```

The spin multiplicity is 1. The calculation puts the energy relative to the best compared isomer or geometry (same formula, charge and spin) at 0.000 eV. The calculation puts the LUMO energy at -3.52 eV. The HOMO energy is -9.56 eV. Its charge is +1.

=====

Below is a structure of composition C50H54ClNO4P2ReS, with properties calculated with the ωB97M-V functional and the def2-TZVPD basis.

The geometry in XYZ format:
```
114
C50H54ClNO4P2ReS | the Open Molecules 2025 dataset | the ωB97M-V functional and the def2-TZVPD basis
Re -0.1183 -0.2572 0.4729
C 1.4992 -0.8030 3.8909
C 1.2225 0.7023 4.0055
C 2.3296 1.6638 3.5298
C -0.1526 1.0653 3.4353
C -0.6284 2.3601 4.0852
O -1.0437 3.1821 2.9743
C -0.8572 2.5282 1.8427
N -0.3110 1.3517 1.9498
C -1.4532 3.2303 0.6942
C -2.1677 4.3949 1.0067
C -2.8829 5.0751 0.0437
C -2.9129 4.5912 -1.2542
C -2.1927 3.4532 -1.5791
C -1.4475 2.7665 -0.6225
P -0.3641 1.4294 -1.2736
C -1.4551 0.6390 -2.4638
C -2.7083 0.2710 -1.9598
C -3.6082 -0.4002 -2.7689
C -3.2671 -0.6984 -4.0835
C -2.0212 -0.3419 -4.5792
C -1.1062 0.3099 -3.7670
C 0.9036 2.4885 -2.0203
C 0.7409 3.0306 -3.2942
C 1.6914 3.9140 -3.7873
C 2.7859 4.2758 -3.0093
C 2.9242 3.7625 -1.7263
C 1.9845 2.8707 -1.2317
H 2.5543 -1.0344 4.0525
H 1.2129 -1.2095 2.9190
H 0.9174 -1.3468 4.6396
H 1.1017 0.8919 5.0757
H 2.1557 2.0482 2.5232
H 3.3033 1.1721 3.5442
H 2.4089 2.5286 4.1917
H -0.8285 0.2370 3.6580
H 0.1698 2.8830 4.6034
H -1.4718 2.2331 4.7571
H -2.1665 4.7650 2.0199
H -3.4238 5.9754 0.3097
H -3.4863 5.1016 -2.0195
H -2.2166 3.0905 -2.5979
H -2.9918 0.5269 -0.9420
H -4.5767 -0.6852 -2.3750
H -3.9722 -1.2190 -4.7204
H -1.7535 -0.5880 -5.6003
H -0.1196 0.5367 -4.1474
H -0.1177 2.7808 -3.9030
H 1.5683 4.3284 -4.7813
H 3.5201 4.9708 -3.3975
H 3.7628 4.0626 -1.1088
H 2.0918 2.4815 -0.2233
C -2.3194 -3.1597 0.6298
P -1.9751 -1.6586 1.5771
C -1.7839 -2.2650 3.2740
C -0.8845 -3.3101 3.5002
C -0.7109 -3.8140 4.7807
C -1.4256 -3.2693 5.8427
C -2.3172 -2.2288 5.6211
C -2.4978 -1.7223 4.3393
C -3.5112 -0.6965 1.5050
C -3.5336 0.6060 2.0131
C -4.6663 1.3974 1.8931
C -5.7953 0.8937 1.2584
C -5.7889 -0.4040 0.7639
C -4.6532 -1.1969 0.8796
H -3.1283 -3.6987 1.1180
H -1.4334 -3.7906 0.6133
H -2.5821 -2.9072 -0.3978
H -0.3255 -3.7443 2.6766
H -0.0205 -4.6321 4.9490
H -1.2895 -3.6615 6.8438
H -2.8823 -1.8148 6.4476
H -3.2121 -0.9233 4.1735
H -2.6629 0.9993 2.5197
H -4.6681 2.4043 2.2942
H -6.6807 1.5104 1.1536
H -6.6735 -0.8063 0.2843
H -4.6736 -2.2004 0.4730
Cl 5.4477 -5.1843 0.1476
C 4.4612 -3.7768 0.3136
C 3.2565 -3.8564 0.9907
C 2.4589 -2.7290 1.1003
C 2.8295 -1.5166 0.5305
C 2.0397 -0.2393 0.6761
C 4.0641 -1.4571 -0.1090
C 4.8829 -2.5712 -0.2174
H 2.9558 -4.7984 1.4333
H 1.5199 -2.8107 1.6327
H 2.4139 0.5117 -0.0213
H 2.1524 0.1330 1.6826
H 4.4087 -0.5047 -0.5045
H 5.8449 -2.5108 -0.7150
O 2.1841 -1.5994 -2.5642
S 2.3013 -0.2258 -3.1578
C 4.0865 0.1778 -3.1815
C 4.4869 0.4611 -4.6275
C 3.6934 -0.5354 -5.4650
C 2.2559 -0.3934 -4.9783
H 4.5477 -0.7336 -2.7965
H 4.2716 1.0141 -2.5040
H 5.5622 0.3565 -4.7687
H 4.2150 1.4850 -4.9010
H 4.0493 -1.5514 -5.2853
H 3.7731 -0.3330 -6.5327
H 1.6048 -1.2421 -5.1874
H 1.8077 0.5300 -5.3638
C 0.5284 -3.9190 -1.7296
C -0.2305 -2.6336 -1.6441
O -1.0218 -2.2671 -2.4630
O 0.0364 -1.9138 -0.5090
H -0.0465 -4.6284 -2.3173
H 0.7562 -4.3196 -0.7431
H 1.4726 -3.7112 -2.2346
```

The spin multiplicity is 4. The calculation puts the LUMO energy (alpha / beta) at -6.59 / -6.52 eV. Its expectation value of S² is 3.79. The HOMO energy (alpha / beta) is -12.72 / -12.72 eV. Its charge is +2.

=====

Number 1: strongest force on any atom 0.38 eV Å⁻¹. Number 2: strongest force on any atom 2.05 eV Å⁻¹. Number 3: strongest force on any atom 0.62 eV Å⁻¹. Number 4: strongest force on any atom 0.82 eV Å⁻¹.